Entry A
{"formula": "C26H27NO6", "method": "ωB97M-V with the def2-TZVPD basis set", "species": ["C", "O", "C", "C", "C", "C", "C", "C", "N", "C", "O", "C", "C", "C", "C", "O", "C", "C", "C", "C", "C", "C", "C", "O", "O", "C", "C", "C", "C", "C", "O", "C", "C", "H", "H", "H", "H", "H", "H", "H", "H", "H", "H", "H", "H", "H", "H", "H", "H", "H", "H", "H", "H", "H", "H", "H", "H", "H", "H", "H"], "positions_angstrom": [[-9.077, -0.367, -1.137], [-8.419, 0.641, -0.409], [-7.133, 0.434, -0.024], [-6.396, -0.718, -0.277], [-5.084, -0.812, 0.150], [-4.468, 0.227, 0.844], [-3.094, 0.183, 1.317], [-2.003, -0.326, 0.710], [-1.983, -0.933, -0.539], [-0.981, -0.949, -1.480], [-1.086, -1.677, -2.446], [0.163, -0.031, -1.279], [1.430, -0.453, -1.667], [2.536, 0.358, -1.504], [2.387, 1.636, -0.966], [3.382, 2.534, -0.768], [4.729, 2.157, -0.970], [5.277, 1.287, 0.170], [5.293, 2.084, 1.472], [6.672, 0.782, -0.182], [1.106, 2.080, -0.625], [0.009, 1.262, -0.777], [-0.730, -0.290, 1.485], [-0.470, 0.520, 2.339], [0.059, -1.326, 1.172], [1.318, -1.395, 1.835], [2.274, -2.136, 0.965], [2.121, -3.256, 0.202], [3.372, -3.480, -0.423], [4.189, -2.485, 0.011], [3.532, -1.663, 0.850], [-5.235, 1.363, 1.130], [-6.534, 1.473, 0.695], [-9.162, -1.292, -0.557], [-10.074, 0.021, -1.341], [-8.570, -0.576, -2.084], [-6.833, -1.553, -0.802], [-4.559, -1.741, -0.019], [-2.911, 0.665, 2.269], [-2.829, -1.396, -0.844], [1.540, -1.440, -2.090], [3.502, -0.015, -1.803], [4.850, 1.654, -1.937], [5.275, 3.104, -1.006], [4.608, 0.431, 0.303], [5.586, 1.448, 2.303], [4.305, 2.488, 1.676], [5.997, 2.911, 1.403], [6.654, 0.188, -1.094], [7.062, 0.164, 0.623], [7.352, 1.618, -0.332], [1.000, 3.081, -0.239], [-0.971, 1.640, -0.528], [1.689, -0.382, 2.029], [1.175, -1.904, 2.798], [1.227, -3.833, 0.091], [3.620, -4.273, -1.097], [5.219, -2.261, -0.186], [-4.787, 2.172, 1.687], [-7.120, 2.354, 0.903]], "mulliken_charge": [-0.8285, -0.4565, 0.8964, -0.4155, -0.8723, 0.2895, -0.4864, 0.3414, 0.1671, -0.0866, -0.6820, -0.0832, -0.7856, 0.0204, 0.7126, -0.4747, -1.0935, 2.3747, -1.7057, -1.7630, -0.8332, -0.0721, 0.2099, -0.6601, -0.2399, -0.8257, 0.2930, -0.2384, -0.8896, -0.2964, -0.2890, -0.6757, -0.5889, 0.3346, 0.2384, 0.3393, 0.3884, 0.4619, 0.5861, 0.1374, 0.5398, 0.3436, 0.3890, 0.3992, -0.7486, 0.4142, 0.3355, 0.4081, 0.4119, 0.4002, 0.4050, 0.4777, 0.5573, 0.4112, 0.3450, 0.5919, 0.4623, 0.5516, 0.4306, 0.4259], "homo_ha": -0.2991, "mol_weight_g_mol": 449.50, "orbital_gap_ev": 8.4121, "multiplicity": 1, "lumo_ha": 0.0100, "smiles": "COc1ccc(/C=C(\\NC(=O)c2ccc(OCC(C)C)cc2)C(=O)OCc2ccco2)cc1"}

Entry B
{"formula": "C26H27NO6", "method": "ωB97M-V with the def2-TZVPD basis set", "species": ["O", "C", "N", "C", "C", "C", "C", "C", "C", "C", "C", "C", "C", "C", "C", "O", "C", "C", "C", "C", "C", "C", "C", "O", "C", "C", "O", "C", "C", "C", "C", "O", "O", "H", "H", "H", "H", "H", "H", "H", "H", "H", "H", "H", "H", "H", "H", "H", "H", "H", "H", "H", "H", "H", "H", "H", "H", "H", "H", "H"], "positions_angstrom": [[-0.494, -3.127, -0.394], [-0.742, -1.988, -0.045], [-1.905, -1.611, 0.520], [-3.048, -2.481, 0.624], [-4.241, -1.926, -0.111], [-4.071, -1.139, -1.246], [-5.167, -0.608, -1.904], [-6.447, -0.862, -1.440], [-6.626, -1.656, -0.320], [-5.530, -2.181, 0.343], [0.234, -0.868, -0.225], [1.476, -1.092, -0.657], [2.476, 0.003, -0.851], [3.837, -0.347, -0.310], [4.007, -1.140, 0.764], [5.183, -1.473, 1.307], [6.314, -0.980, 0.742], [7.534, -1.342, 1.316], [8.709, -0.868, 0.775], [8.689, -0.029, -0.337], [7.488, 0.330, -0.904], [6.282, -0.139, -0.376], [4.998, 0.244, -0.982], [4.906, 0.979, -1.952], [1.957, 1.287, -0.187], [0.476, 1.453, -0.509], [0.023, 2.646, 0.018], [-1.337, 2.957, -0.254], [-2.268, 2.518, 0.877], [-3.739, 2.537, 0.473], [-4.612, 1.942, 1.582], [-4.298, 0.598, 1.853], [-0.282, 0.375, 0.032], [-2.020, -0.649, 0.801], [-3.305, -2.641, 1.677], [-2.744, -3.441, 0.190], [-3.074, -0.947, -1.616], [-5.022, 0.002, -2.783], [-7.301, -0.447, -1.953], [-7.622, -1.863, 0.042], [-5.673, -2.795, 1.220], [1.765, -2.108, -0.869], [2.614, 0.194, -1.924], [3.179, -1.593, 1.293], [7.529, -1.992, 2.176], [9.652, -1.149, 1.219], [9.616, 0.335, -0.751], [7.438, 0.977, -1.767], [2.501, 2.160, -0.542], [2.058, 1.224, 0.898], [0.325, 1.431, -1.610], [-1.376, 4.043, -0.378], [-1.639, 2.486, -1.199], [-2.112, 3.167, 1.739], [-1.996, 1.506, 1.179], [-4.066, 3.558, 0.272], [-3.879, 1.950, -0.440], [-5.673, 2.041, 1.313], [-4.440, 2.477, 2.519], [-4.518, 0.065, 1.077]], "mulliken_charge": [-0.7246, 0.2020, -0.0229, -1.1924, -0.1103, 0.3475, -0.7272, -0.4418, -0.6431, -0.0761, 0.1511, -1.2687, 1.8064, -0.9281, -0.0562, -0.4240, 0.3963, -0.7302, -0.2311, -0.6831, -0.6370, 0.3244, 0.4686, -0.7070, -1.1611, -0.1249, -0.3617, -0.7213, -0.1488, -0.4496, -0.6855, -0.4959, -0.1666, 0.2277, 0.3232, 0.4667, 0.3816, 0.4165, 0.4015, 0.3850, 0.3663, 0.6046, 0.5454, 0.5304, 0.4448, 0.3867, 0.3974, 0.4866, 0.4283, 0.2912, 0.4666, 0.4120, 0.3205, 0.2973, 0.0719, 0.4186, 0.1918, 0.3517, 0.3866, 0.2222], "homo_ha": -0.3261, "mol_weight_g_mol": 449.50, "orbital_gap_ev": 9.0333, "multiplicity": 1, "lumo_ha": 0.0058, "smiles": "O=C(NCc1ccccc1)C1=C[C@H](c2coc3ccccc3c2=O)C[C@H](OCCCCO)O1"}

Name the most stable of them. entry B.

Entry A
{"formula": "C4H10O2S", "method": "ωB97M-V with the def2-TZVPD basis set", "species": ["C", "C", "C", "C", "O", "O", "S", "H", "H", "H", "H", "H", "H", "H", "H", "H", "H"], "positions_angstrom": [[1.800, -1.726, -0.332], [0.115, -0.152, -1.663], [-2.336, 2.194, 1.141], [0.613, -0.624, -0.267], [0.205, 1.068, 1.587], [-0.296, -1.177, 0.583], [1.448, 0.588, 0.861], [2.872, -1.382, -0.465], [1.416, -2.631, -0.801], [1.660, -1.949, 0.666], [-0.886, -0.426, -1.767], [0.732, -0.688, -2.375], [0.239, 0.904, -1.720], [-1.662, 1.788, 1.956], [-2.916, 1.423, 0.583], [-2.237, 3.254, 0.986], [-0.767, -0.465, 1.026]], "mulliken_charge": [-1.4189, -1.2951, -0.8253, 0.9442, -0.4969, -0.5193, 0.2369, 0.3023, 0.3682, 0.5100, 0.3605, 0.3554, 0.3126, 0.2430, 0.3012, 0.3165, 0.3047], "homo_ha": [-0.3119, -0.3373], "mol_weight_g_mol": 122.19, "orbital_gap_ev": [7.2853, 9.5196], "multiplicity": 1, "lumo_ha": [-0.0441, 0.0125]}

Entry B
{"formula": "C4H10O2S", "method": "ωB97M-V with the def2-TZVPD basis set", "species": ["O", "C", "C", "C", "C", "S", "H", "H", "H", "H", "H", "H", "H", "H", "O", "H", "H"], "positions_angstrom": [[2.839, 0.772, 0.364], [2.428, -0.294, -0.053], [1.084, -0.856, 0.286], [0.172, 0.284, 0.859], [-1.082, -0.371, 1.435], [-2.648, 0.748, 1.123], [3.084, -0.819, -0.799], [0.562, -1.430, -0.677], [1.143, -1.611, 1.162], [0.092, 1.091, 0.070], [0.563, 0.720, 1.695], [-1.294, -1.429, 1.035], [-1.086, -0.395, 2.528], [-2.388, 0.910, -0.275], [-1.432, 1.108, -2.970], [-1.322, 0.607, -2.232], [-0.714, 0.967, -3.552]], "mulliken_charge": [-0.4678, -0.0592, -0.3917, -0.4873, -0.8105, -0.1997, 0.3415, 0.2486, 0.2413, 0.4426, 0.3234, 0.3212, 0.4045, 0.0847, -0.5972, 0.2987, 0.3068], "homo_ha": -0.3391, "mol_weight_g_mol": 122.19, "orbital_gap_ev": 9.6594, "multiplicity": 1, "lumo_ha": 0.0159, "smiles": "O=CCCCS.O"}

Name the most stable of them. entry B.

Entry A
{"formula": "BeH8O4", "method": "ωB97M-V with the def2-TZVPD basis set", "species": ["Be", "O", "H", "H", "O", "H", "H", "O", "H", "H", "O", "H", "H"], "positions_angstrom": [[-0.076, 0.004, -0.024], [-1.056, -0.283, -1.247], [-0.645, -0.426, -2.084], [-1.959, -0.403, -1.486], [-0.684, -0.338, 1.465], [-1.128, 0.377, 1.921], [-0.656, -1.018, 2.174], [0.234, 1.597, 0.023], [0.324, 2.215, -0.757], [0.821, 1.802, 0.718], [1.454, -0.779, -0.292], [2.058, -1.159, 0.414], [1.312, -1.588, -0.825]], "mulliken_charge": [0.0949, -0.2754, 0.3989, 0.3933, -0.3357, 0.3972, 0.4111, -0.2723, 0.4083, 0.3749, -0.4067, 0.4147, 0.3968], "homo_ha": -0.8517, "total_charge": 2, "mol_weight_g_mol": 81.07, "orbital_gap_ev": 15.0112, "multiplicity": 1, "lumo_ha": -0.3001}

Entry B
{"formula": "BeH8O4", "method": "ωB97M-V with the def2-TZVPD basis set", "species": ["Be", "O", "H", "H", "O", "H", "H", "O", "H", "H", "O", "H", "H"], "positions_angstrom": [[-0.114, -0.022, 0.036], [1.235, -0.074, 0.908], [2.032, 0.281, 0.456], [1.197, 0.292, 1.813], [-0.858, 1.490, 0.178], [-1.013, 1.963, 1.026], [-0.470, 2.135, -0.512], [-1.050, -1.280, 0.539], [-1.167, -2.004, -0.081], [-0.783, -1.663, 1.377], [0.284, -0.201, -1.545], [0.859, -0.918, -1.809], [-0.150, 0.000, -2.385]], "mulliken_charge": [0.1230, -0.3391, 0.4083, 0.4162, -0.3780, 0.4221, 0.4153, -0.2909, 0.3976, 0.4024, -0.3691, 0.3929, 0.3992], "homo_ha": -0.8438, "total_charge": 2, "mol_weight_g_mol": 81.07, "orbital_gap_ev": 14.5508, "multiplicity": 1, "lumo_ha": -0.3091}

Name the most stable of them. entry B.

Entry A
{"formula": "C7H12S", "method": "ωB97M-V with the def2-TZVPD basis set", "species": ["C", "C", "C", "S", "C", "C", "C", "C", "H", "H", "H", "H", "H", "H", "H", "H", "H", "H", "H", "H"], "positions_angstrom": [[-1.732, -2.450, -0.008], [-1.545, -1.304, -0.291], [-1.063, 0.054, -0.499], [-2.465, 1.239, 0.547], [0.507, 0.306, -0.029], [0.948, 1.720, -0.606], [1.458, -0.777, -0.598], [0.560, 0.245, 1.535], [-2.117, -3.477, 0.204], [-1.127, 0.346, -1.494], [-3.645, 0.547, 0.143], [0.868, 2.393, 0.251], [2.008, 1.715, -1.006], [0.435, 2.067, -1.473], [2.489, -0.852, -0.192], [0.952, -1.725, -0.340], [1.503, -0.823, -1.641], [0.877, -0.713, 1.733], [-0.381, 0.700, 1.858], [1.470, 0.791, 1.908]], "mulliken_charge": [0.3532, -0.8612, -0.4229, -0.2514, 1.4039, -1.4772, -1.8261, -1.6198, 0.4036, 0.5243, 0.1653, 0.3719, 0.3440, 0.3662, 0.3727, 0.4491, 0.4572, 0.4737, 0.3629, 0.4105], "homo_ha": -0.3384, "mol_weight_g_mol": 128.24, "orbital_gap_ev": 9.7611, "multiplicity": 1, "lumo_ha": 0.0203, "smiles": "C#C[C@@H](S)C(C)(C)C"}

Entry B
{"formula": "C7H12S", "method": "ωB97M-V with the def2-TZVPD basis set", "species": ["C", "C", "S", "C", "C", "C", "C", "C", "H", "H", "H", "H", "H", "H", "H", "H", "H", "H", "H", "H"], "positions_angstrom": [[2.257, -0.129, -0.931], [1.059, -0.070, -0.398], [0.371, -1.475, 0.541], [-1.420, -1.123, 0.373], [-1.693, -0.177, -0.860], [-1.150, 1.168, -0.720], [0.299, 1.240, -0.115], [0.275, 1.760, 1.350], [2.763, 0.754, -1.327], [2.908, -0.990, -0.806], [-1.941, -2.019, 0.142], [-1.910, -0.513, 1.258], [-1.159, -0.693, -1.731], [-2.713, -0.036, -1.122], [-1.843, 1.905, -0.221], [-1.057, 1.498, -1.741], [0.642, 2.155, -0.627], [0.439, 0.954, 2.112], [-0.768, 2.040, 1.631], [0.934, 2.540, 1.593]], "mulliken_charge": [-0.8120, 0.0515, -0.1744, -0.6034, -0.8071, -0.9063, 0.4615, -1.3477, 0.2850, 0.2560, 0.5141, 0.2541, 0.3479, 0.4484, 0.3572, 0.2584, 0.4552, 0.2793, 0.2819, 0.4005], "homo_ha": -0.3082, "mol_weight_g_mol": 128.24, "orbital_gap_ev": 9.3212, "multiplicity": 1, "lumo_ha": 0.0343, "smiles": "C=C1SCCC[C@H]1C"}

Entry C
{"formula": "C7H12S", "method": "ωB97M-V with the def2-TZVPD basis set", "species": ["C", "C", "C", "C", "C", "S", "C", "C", "H", "H", "H", "H", "H", "H", "H", "H", "H", "H", "H", "H"], "positions_angstrom": [[-0.787, -0.849, 1.791], [-0.440, -0.093, 0.570], [0.941, 0.377, 0.311], [1.227, 0.742, -1.170], [0.262, -0.166, -1.891], [0.948, -1.781, -2.268], [-0.971, -0.320, -0.825], [-1.389, 0.871, -0.024], [-1.915, -0.978, 1.978], [-0.333, -0.540, 2.765], [-0.342, -1.804, 1.606], [1.634, -0.560, 0.561], [1.378, 1.283, 0.957], [1.164, 1.732, -1.401], [2.213, 0.375, -1.401], [-0.199, 0.101, -2.766], [0.168, -2.057, -3.285], [-1.912, -1.012, -1.047], [-1.008, 1.800, -0.427], [-2.451, 0.727, 0.364]], "mulliken_charge": [-1.5738, 1.1260, -0.7564, -1.1446, -0.0958, -0.2347, -0.0268, -0.9268, 0.2963, 0.3330, 0.3665, 0.2292, 0.2458, 0.4066, 0.4027, 0.4986, 0.1168, 0.2643, 0.2125, 0.2606], "homo_ha": -0.3230, "mol_weight_g_mol": 128.24, "orbital_gap_ev": 9.6726, "multiplicity": 1, "lumo_ha": 0.0324, "smiles": "C[C@@]12CC[C@@H](S)[C@@H]1C2"}

Name the most stable of them. entry B.